{
  "formula": "CH2N3O3S",
  "method": "ωB97M-V with the def2-TZVPD basis set",
  "symbols": ["H", "H", "N", "C", "O", "N", "O", "O", "S", "N"],
  "coordinates": [[0.78900, 1.66957, -0.70019], [0.59348, -1.61543, 0.13191], [1.74691, -0.29893, -0.53380], [1.08438, 0.77881, -0.19825], [-1.03567, -1.02390, -0.93385], [0.34330, 0.18744, 0.85349], [-2.16759, -0.25944, 1.13223], [-1.36494, 1.42468, -0.42910], [-1.22507, 0.06553, 0.07607], [1.23620, -0.92833, 0.60149]],
  "atomic_forces_ev_per_a": [[0.576, 0.612, -0.247], [0.556, -0.047, 0.882], [1.374, 2.825, -0.235], [0.404, -1.663, -0.895], [-0.354, 1.720, 1.357], [0.231, 1.129, 0.109], [0.473, -0.144, -0.405], [-0.217, -0.488, -0.193], [-1.198, -1.333, -0.224], [-1.845, -2.610, -0.149]],
  "energy_ha": -827.4550,
  "e_homo_ev": -5.667,
  "orbital_gap_ev": 9.922,
  "charge": -1,
  "e_lumo_ev": 4.26,
  "spin_multiplicity": 1
}

=====

{
  "formula": "CH2N3O6S",
  "method": "ωB97M-V with the def2-TZVPD basis set",
  "symbols": ["O", "O", "S", "O", "H", "N", "N", "O", "H", "O", "O", "C", "N"],
  "coordinates": [[0.02336, -0.65033, -1.44484], [-0.48880, 1.58577, -2.39542], [-0.42235, 0.69607, -1.26384], [1.51699, 0.65396, 0.52535], [-1.87920, -1.33739, 0.90400], [-0.97624, -1.44266, 1.36828], [-0.33431, -0.26293, 1.11469], [-1.63694, 0.83244, -0.48189], [-0.32697, -2.13393, 0.97031], [1.33073, 2.61341, -0.54211], [1.40874, -1.61308, 0.77861], [0.89773, 1.53511, -0.39554], [0.88728, -0.47646, 0.86241]],
  "atomic_forces_ev_per_a": [[0.539, -0.765, -0.784], [0.571, -0.342, -1.064], [-3.051, 2.068, -1.744], [2.677, 1.321, 0.355], [0.251, -0.213, 0.128], [0.356, 0.460, -0.436], [1.489, -0.409, 2.108], [-0.443, 0.006, -0.156], [-0.788, -0.593, -0.064], [0.407, 0.445, 0.221], [0.991, 0.930, -0.050], [-0.146, -1.547, 0.807], [-2.854, -1.363, 0.679]],
  "energy_ha": -1053.1141,
  "e_homo_ev": -5.472,
  "orbital_gap_ev": 9.404,
  "charge": -1,
  "e_lumo_ev": 3.93,
  "smiles": "N/N=[N+](\\[O-])OC(=O)S(=O)(=O)[O-]",
  "spin_multiplicity": 1
}

=====

{
  "formula": "CH2N4O",
  "method": "ωB97M-V with the def2-TZVPD basis set",
  "symbols": ["N", "N", "O", "N", "H", "C", "N", "H"],
  "coordinates": [[-1.27385, 0.84374, 0.01211], [-1.32096, -0.51986, 0.04428], [1.92506, -0.12842, 0.02010], [-0.02447, 1.14711, -0.04722], [2.39239, 0.71916, 0.24056], [0.64264, 0.02499, -0.15427], [-0.10406, -1.04716, -0.03005], [-2.23676, -1.03956, -0.08551]],
  "atomic_forces_ev_per_a": [[-1.085, -1.558, 0.138], [-0.671, 1.354, -0.613], [2.877, 1.120, -0.168], [-0.695, 1.734, -0.542], [-0.925, -1.002, -0.466], [-0.196, -1.675, 2.029], [-1.213, -0.887, -0.763], [1.907, 0.914, 0.386]],
  "energy_ha": -333.5199,
  "e_homo_ev": -9.953,
  "orbital_gap_ev": 10.771,
  "e_lumo_ev": 0.82,
  "smiles": "Oc1nn[nH]n1",
  "spin_multiplicity": 1
}

=====

{
  "formula": "CH2N4O2",
  "method": "ωB97M-V with the def2-TZVPD basis set",
  "symbols": ["N", "H", "N", "N", "O", "O", "H", "N", "C"],
  "coordinates": [[-0.46433, 0.86195, -0.15067], [-0.24228, 1.42070, 0.63029], [1.16732, -0.78089, -0.00521], [-2.21047, -0.54153, -0.15155], [2.01724, 0.28160, -0.12837], [-1.92457, 0.75026, -0.03540], [2.87168, -0.27011, -0.16591], [-1.18699, -1.26165, -0.03253], [-0.02762, -0.46032, 0.03936]],
  "atomic_forces_ev_per_a": [[-1.541, -0.115, -0.217], [0.596, 1.154, 0.994], [0.591, -2.535, 0.279], [1.643, -1.600, 0.966], [2.364, -1.139, 0.034], [0.936, 0.916, -0.757], [-1.523, 1.876, 0.030], [-1.047, -0.482, -0.455], [-2.019, 1.925, -0.874]],
  "energy_ha": -408.6232,
  "e_homo_ev": -9.547,
  "orbital_gap_ev": 9.473,
  "e_lumo_ev": -0.07,
  "smiles": "O/N=c1/nno[nH]1",
  "spin_multiplicity": 1
}

=====

{
  "formula": "CH2N4O2S",
  "method": "ωB97M-V with the def2-TZVPD basis set",
  "symbols": ["N", "N", "C", "S", "O", "H", "N", "N", "O", "H"],
  "coordinates": [[-0.83648, -1.54963, -0.08849], [-1.17631, -0.18275, 0.23240], [-0.01588, 0.64228, 0.02542], [2.52120, -0.14835, -0.14095], [0.27674, 1.87309, -0.16768], [-2.52579, 0.47474, -1.02841], [0.47232, -1.56210, -0.16859], [0.94669, -0.31316, 0.17341], [-2.44568, 0.18436, -0.01627], [2.78318, 0.58152, 1.17916]],
  "atomic_forces_ev_per_a": [[3.068, 2.402, -0.290], [1.694, -0.582, -1.124], [0.400, 4.019, 0.056], [3.461, 2.431, 2.491], [-2.406, -4.700, 0.949], [0.369, -0.950, 2.921], [-3.791, -0.354, 1.715], [-1.893, -1.997, -1.219], [-0.685, 1.228, -2.802], [-0.217, -1.497, -2.696]],
  "energy_ha": -806.8298,
  "e_homo_ev": -9.870,
  "orbital_gap_ev": 9.864,
  "e_lumo_ev": -0.01,
  "smiles": "O=c1n(O)nnn1S",
  "spin_multiplicity": 1
}

=====

{
  "formula": "CH2N4OS",
  "method": "ωB97M-V with the def2-TZVPD basis set",
  "symbols": ["C", "H", "S", "N", "N", "N", "H", "N", "O"],
  "coordinates": [[0.02255, -0.15121, 0.09528], [1.27738, 1.50094, 0.45465], [-2.69353, -0.53435, -0.07574], [-1.17535, 0.32416, 0.02324], [1.04967, 0.69920, -0.09752], [1.88610, -1.24294, -0.03870], [-3.25847, 0.77243, -0.21994], [0.66132, -1.43996, 0.01807], [2.23034, 0.07171, -0.15934]],
  "atomic_forces_ev_per_a": [[-2.946, 0.041, -1.190], [-1.026, 0.756, 0.311], [0.732, 2.599, 0.053], [0.949, -1.532, 0.435], [0.774, 3.553, -0.094], [0.305, -1.815, -0.596], [0.174, -2.104, 0.163], [0.439, 0.676, 0.639], [0.599, -2.173, 0.280]],
  "energy_ha": -731.5874,
  "e_homo_ev": -8.402,
  "orbital_gap_ev": 8.243,
  "e_lumo_ev": -0.16,
  "smiles": "S/N=c1\\nno[nH]1",
  "spin_multiplicity": 1
}

=====

{
  "formula": "CH2N4S",
  "method": "ωB97M-V with the def2-TZVPD basis set",
  "symbols": ["N", "S", "C", "N", "H", "H", "N", "N"],
  "coordinates": [[-0.42617, -1.19852, 0.10284], [1.92725, 0.00298, -0.06399], [0.32524, -0.00487, 0.21642], [-1.57867, -0.91267, -0.11755], [-2.40147, 0.81835, 0.59501], [-0.28489, 1.95150, -0.31886], [-0.52194, 1.14615, 0.12584], [-1.77338, 0.56670, -0.18983]],
  "atomic_forces_ev_per_a": [[0.803, 0.745, 0.586], [0.100, 0.073, 0.659], [1.729, 2.503, -1.877], [-2.587, 1.963, -0.016], [-0.129, -0.556, -0.790], [1.107, 2.393, -1.727], [-0.712, -6.685, 2.466], [-0.311, -0.436, 0.701]],
  "energy_ha": -656.4127,
  "e_homo_ev": -9.126,
  "orbital_gap_ev": 8.237,
  "e_lumo_ev": -0.89,
  "smiles": "S=c1nn[nH][nH]1",
  "spin_multiplicity": 1
}

=====

{
  "formula": "CH2N4S2",
  "method": "ωB97M-V with the def2-TZVPD basis set",
  "symbols": ["N", "N", "N", "S", "H", "C", "H", "N", "S"],
  "coordinates": [[-0.10676, -0.39964, -0.39938], [2.18225, -0.13791, -0.44185], [1.21256, -0.81591, -1.14833], [-1.62107, -0.56769, -1.22930], [1.26826, -0.16074, -2.24231], [0.25605, 0.18331, 0.71752], [-1.69610, -2.43369, -1.26040], [1.79405, 0.27909, 0.65803], [-0.67163, 1.13114, 1.76169]],
  "atomic_forces_ev_per_a": [[1.001, -1.762, -2.898], [-0.416, -0.805, 1.081], [-1.547, 3.924, -3.294], [1.266, -3.770, 0.804], [-0.642, -2.689, 3.951], [0.425, 2.643, 1.321], [0.174, 4.007, 0.178], [-1.422, 0.025, -0.222], [1.162, -1.573, -0.922]],
  "energy_ha": -1054.4882,
  "e_homo_ev": -8.856,
  "orbital_gap_ev": 7.296,
  "e_lumo_ev": -1.56,
  "spin_multiplicity": 1
}

=====

{
  "formula": "CH2NO2S",
  "method": "ωB97M-V with the def2-TZVPD basis set",
  "symbols": ["S", "H", "N", "O", "H", "O", "C"],
  "coordinates": [[2.83983, -0.29299, -0.18762], [-1.52414, 0.08620, -0.92346], [-1.27405, -0.63313, -0.23032], [0.13638, -0.77891, 0.01382], [-1.62668, -0.20065, 0.70535], [0.56576, 1.50331, 0.41879], [0.88290, 0.31617, 0.20346]],
  "atomic_forces_ev_per_a": [[-3.293, 1.021, 0.899], [1.113, -0.061, 0.171], [-1.552, 0.982, 2.937], [-0.823, 0.197, -0.793], [0.548, -0.893, -2.100], [-0.455, -3.721, -0.524], [4.462, 2.476, -0.590]],
  "energy_ha": -642.6966,
  "e_homo_ev": -2.926,
  "orbital_gap_ev": 6.920,
  "charge": -1,
  "e_lumo_ev": 3.99,
  "smiles": "NOC([O-])=S",
  "spin_multiplicity": 1
}

=====

{
  "formula": "CH2NO3S",
  "method": "ωB97M-V with the def2-TZVPD basis set",
  "symbols": ["N", "O", "O", "H", "C", "S", "O", "H"],
  "coordinates": [[-1.35642, 0.52364, -0.06200], [-2.51027, 0.09630, -0.14227], [-0.45518, -1.44713, -0.12379], [-1.44608, -1.38351, -0.18788], [-0.28078, -0.18606, -0.08281], [1.52706, 0.59661, -0.06350], [-1.17656, 1.99707, 0.01007], [-0.23146, 1.89518, -0.00767]],
  "atomic_forces_ev_per_a": [[2.338, 3.457, 0.190], [-2.801, -1.400, -0.109], [-1.425, -2.665, -0.310], [-0.300, -1.372, -0.001], [4.948, 4.605, 0.341], [-3.229, -1.297, 0.007], [-1.646, -2.383, -0.155], [2.116, 1.055, 0.038]],
  "energy_ha": -717.8992,
  "e_homo_ev": -3.347,
  "orbital_gap_ev": 7.133,
  "charge": -1,
  "e_lumo_ev": 3.79,
  "smiles": "[O-]N(O)C(O)=S",
  "spin_multiplicity": 1
}